(1)
ORCA calculation (wB97M-V/def2-TZVPD) on a structure of composition C10H14N3O5Rh.

Geometry (Å):
1 O -0.10 4.51 -1.64
2 C 0.11 3.48 -2.08
3 Rh 0.03 -0.57 -3.09
4 C -0.01 -1.95 -1.69
5 O 0.12 -3.01 -1.22
6 C 0.44 -1.05 -5.05
7 O 0.80 -1.13 -6.13
8 C 1.89 -0.05 -2.85
9 O 3.03 -0.08 -3.14
10 C -2.28 -0.12 -2.52
11 O -3.45 -0.28 -2.50
12 H -1.78 0.90 -2.26
13 C -2.43 -0.07 1.94
14 N -0.96 -0.02 2.10
15 C -0.49 0.52 3.36
16 C -0.22 0.16 0.94
17 N -0.66 0.61 -0.21
18 N 1.13 -0.18 1.11
19 C 1.72 -0.96 2.18
20 C 1.97 0.04 -0.08
21 H -2.87 -0.46 2.87
22 H -2.65 -0.73 1.09
23 H -2.86 0.90 1.70
24 H -0.21 -0.32 4.00
25 H 0.37 1.17 3.21
26 H -1.29 1.11 3.86
27 H -1.59 0.98 -0.09
28 H 0.96 -1.62 2.59
29 H 2.54 -1.61 1.81
30 H 2.13 -0.30 2.95
31 H 1.79 -0.79 -0.80
32 H 1.77 0.99 -0.56
33 H 3.04 -0.04 0.19

Computed properties:
Orbital gap (alpha / beta) ... 0.29755 / 0.19633 hartree
Multiplicity ... 5
LUMO level (alpha / beta) ... -0.2610 / -0.4074 Eh
Total charge ... +2
Molar mass ... 359.14 g mol⁻¹
HOMO energy (alpha / beta) ... -0.559 / -0.604 Eh

=====

(2)
ORCA calculation (wB97M-V/def2-TZVPD) on a cluster of 2 separate species, C4H11NO in total.

Geometry (Å):
1 C -0.56 -2.73 -0.10
2 C -1.17 -1.45 -0.57
3 N -1.78 -0.69 0.37
4 O -1.16 -1.12 -1.75
5 H 0.50 -2.75 -0.31
6 H -0.97 -3.58 -0.65
7 H -0.69 -2.95 0.96
8 H -2.24 0.15 0.08
9 H -1.82 -0.94 1.34
10 C 1.80 2.48 -0.18
11 C 0.68 1.55 0.28
12 H 1.44 3.51 -0.26
13 H 2.60 2.55 0.56
14 H 2.20 2.13 -1.13
15 H -0.32 1.97 0.24
16 H 0.76 1.26 1.33
17 H 0.72 0.59 -0.23

Computed properties:
Orbital gap ... 0.39263 hartree
Multiplicity ... 1
SMILES ... CC(N)=O.CC
LUMO level ... 0.0306 Eh
Molar mass ... 89.14 g mol⁻¹
HOMO energy ... -0.362 Eh

=====

(3)
ORCA calculation (wB97M-V/def2-TZVPD) on a structure of composition C35H49Ge2N3O8PtTe.

Geometry (Å):
1 Pt 0.20 0.09 0.13
2 C -4.75 -0.07 0.13
3 C -3.40 -0.30 -0.56
4 Ge -1.98 -0.75 0.71
5 C -1.79 -2.70 0.79
6 C -2.95 -3.35 1.55
7 C -2.53 -0.04 2.42
8 C -1.86 0.95 3.01
9 Ge -0.16 1.45 2.14
10 C 1.44 1.20 3.26
11 C 1.39 1.56 4.74
12 C -0.12 3.22 1.27
13 C -0.27 4.45 2.17
14 C -2.34 1.63 4.26
15 C -3.51 1.22 4.91
16 C -3.96 1.85 6.05
17 C -3.25 2.92 6.59
18 C -2.09 3.34 5.97
19 C -1.65 2.70 4.82
20 H -5.54 0.16 -0.59
21 H -4.70 0.76 0.84
22 H -5.08 -0.95 0.69
23 H -3.10 0.60 -1.12
24 H -3.48 -1.11 -1.29
25 H -0.84 -2.92 1.28
26 H -1.72 -3.08 -0.23
27 H -3.01 -2.99 2.58
28 H -2.81 -4.44 1.60
29 H -3.91 -3.16 1.07
30 H -3.46 -0.39 2.86
31 H 2.22 1.77 2.75
32 H 1.70 0.15 3.15
33 H 1.31 2.64 4.91
34 H 2.32 1.23 5.22
35 H 0.57 1.07 5.26
36 H -0.89 3.22 0.49
37 H 0.84 3.25 0.76
38 H -1.24 4.47 2.67
39 H -0.19 5.37 1.58
40 H 0.50 4.49 2.94
41 H -4.09 0.39 4.51
42 H -4.87 1.51 6.53
43 H -3.61 3.41 7.49
44 H -1.53 4.17 6.37
45 H -0.75 3.05 4.35
46 C 0.21 2.43 -2.46
47 C 0.03 1.08 -3.11
48 O -0.65 0.20 -2.21
49 C -0.78 -1.13 -2.74
50 C 0.37 -2.03 -2.37
51 H 0.83 3.06 -3.09
52 H 0.70 2.33 -1.49
53 H -0.75 2.92 -2.30
54 H 0.99 0.64 -3.39
55 H -0.58 1.17 -4.01
56 H -0.88 -1.05 -3.83
57 H -1.73 -1.52 -2.36
58 H 1.31 -1.71 -2.81
59 H 0.17 -3.05 -2.71
60 H 0.49 -2.08 -1.28
61 C 7.85 3.48 -2.56
62 C 6.69 2.73 -1.95
63 C 5.77 2.05 -2.75
64 C 4.71 1.35 -2.20
65 C 3.79 0.63 -3.15
66 C 4.54 1.34 -0.80
67 Te 2.92 0.35 0.14
68 C 5.48 1.98 0.03
69 C 5.49 1.97 1.54
70 C 6.53 2.68 -0.58
71 H 7.75 3.54 -3.65
72 H 8.79 2.97 -2.34
73 H 7.92 4.49 -2.16
74 H 5.90 2.06 -3.83
75 H 4.32 0.35 -4.06
76 H 2.96 1.29 -3.45
77 H 3.37 -0.28 -2.72
78 H 4.65 1.45 1.98
79 H 5.49 2.99 1.93
80 H 6.40 1.49 1.89
81 H 7.25 3.18 0.06
82 O 2.59 -7.36 -0.07
83 N 2.05 -6.92 0.93
84 O 1.54 -7.61 1.79
85 C 1.98 -5.46 1.07
86 C 2.60 -4.66 0.13
87 C 2.53 -3.30 0.27
88 C 1.80 -2.67 1.32
89 O 1.63 -1.39 1.33
90 C 1.26 -3.56 2.28
91 C 1.32 -4.93 2.16
92 N 0.53 -3.03 3.45
93 O -0.36 -3.73 3.90
94 O 0.87 -1.97 3.91
95 N 3.18 -2.47 -0.69
96 O 3.90 -1.40 -0.24
97 O 3.26 -2.77 -1.90
98 H 3.12 -5.10 -0.71
99 H 0.85 -5.57 2.89

Computed properties:
Orbital gap (alpha / beta) ... 0.25533 / 0.24002 hartree
Multiplicity ... 3
LUMO level (alpha / beta) ... -0.0253 / -0.0650 Eh
Molar mass ... 1107.69 g mol⁻¹
HOMO energy (alpha / beta) ... -0.281 / -0.305 Eh

=====

(4)
ORCA calculation (wB97M-V/def2-TZVPD) on a cluster of 2 separate species, C3H10NOS2 in total.

Geometry (Å):
1 C -0.30 0.89 1.81
2 N 1.04 0.32 1.65
3 C 1.00 -1.11 1.43
4 O 0.22 -1.56 0.43
5 H -1.03 0.41 1.16
6 H -0.28 1.95 1.58
7 H -0.62 0.79 2.85
8 H 1.47 0.73 0.82
9 H 0.70 -1.59 2.38
10 H 2.03 -1.46 1.25
11 C 0.23 -0.44 -2.52
12 S -1.56 -0.34 -2.47
13 S -1.71 1.56 -1.60
14 H 0.68 0.22 -3.26
15 H 0.45 -1.48 -2.78
16 H 0.64 -0.26 -1.53
17 H -2.97 1.38 -1.19

Computed properties:
Orbital gap (alpha / beta) ... 0.31887 / 0.23912 hartree
Multiplicity ... 2
LUMO level (alpha / beta) ... 0.0199 / -0.0599 Eh
Molar mass ... 140.25 g mol⁻¹
HOMO energy (alpha / beta) ... -0.299 / -0.299 Eh

=====

(5)
ORCA calculation (wB97M-V/def2-TZVPD) on the molecule C3H4N4O.

Geometry (Å):
1 N 2.66 -1.26 -0.27
2 N 1.67 -0.36 -0.21
3 C 0.47 -0.51 0.17
4 C -0.60 0.40 0.07
5 N -1.79 0.01 0.36
6 C -2.58 1.23 0.02
7 N -1.80 2.14 -0.68
8 O -0.56 1.62 -0.47
9 H 2.52 -2.36 0.18
10 H 3.41 -0.65 0.37
11 H 0.16 -1.74 0.30
12 H -3.57 1.49 0.17

Computed properties:
Orbital gap ... 0.34813 hartree
Multiplicity ... 1
SMILES ... N/N=C/c1ncno1
LUMO level ... 0.0003 Eh
Molar mass ... 112.09 g mol⁻¹
HOMO energy ... -0.348 Eh

=====

(6)
ORCA calculation (wB97M-V/def2-TZVPD) on the molecule C3H3N3O.

Geometry (Å):
1 N -1.44 -0.66 -0.17
2 C -1.10 0.51 0.29
3 N -0.52 -1.27 -1.14
4 N 0.41 -0.49 -1.29
5 O 1.43 -0.74 1.21
6 C 1.18 0.37 0.85
7 C 0.25 0.64 -0.37
8 H -2.26 -1.21 0.09
9 H 1.56 1.26 1.37
10 H 0.50 1.59 -0.85

Computed properties:
Orbital gap ... 0.35895 hartree
Multiplicity ... 1
LUMO level ... -0.0017 Eh
Molar mass ... 97.08 g mol⁻¹
HOMO energy ... -0.361 Eh

=====

(7)
ORCA calculation (wB97M-V/def2-TZVPD) on a structure of composition C34H28Cl2FIrN7O5.

Geometry (Å):
1 Ir 0.05 0.27 0.08
2 Cl 4.21 5.95 -0.86
3 C 3.63 4.41 -0.41
4 C 2.38 3.99 -0.81
5 C 1.88 2.74 -0.42
6 N 0.73 2.20 -0.84
7 C -0.06 2.70 -1.85
8 O -0.16 3.86 -2.16
9 C -0.72 1.59 -2.61
10 C -1.40 1.88 -3.79
11 C -1.81 0.83 -4.60
12 C -1.51 -0.47 -4.21
13 C -0.86 -0.67 -2.99
14 N -0.49 0.34 -2.22
15 C 2.67 1.91 0.46
16 C 3.97 2.33 0.81
17 C 4.45 3.55 0.37
18 Cl 6.04 4.03 0.76
19 N 2.07 0.80 0.91
20 C 2.60 -0.08 1.82
21 O 3.78 -0.32 1.99
22 C 1.53 -0.69 2.67
23 C 1.87 -1.37 3.83
24 C 0.87 -1.77 4.70
25 C -0.44 -1.46 4.38
26 C -0.71 -0.81 3.18
27 N 0.25 -0.44 2.35
28 H 1.77 4.64 -1.43
29 H -1.58 2.91 -4.05
30 H -2.34 1.02 -5.52
31 H -1.76 -1.31 -4.83
32 H -0.62 -1.66 -2.65
33 H 4.59 1.69 1.41
34 H 2.92 -1.56 4.03
35 H 1.11 -2.28 5.62
36 H -1.25 -1.71 5.05
37 H -1.72 -0.57 2.88
38 C -4.31 -6.20 -1.18
39 C -4.07 -5.67 0.23
40 N -2.95 -4.74 0.26
41 C -3.21 -3.43 0.10
42 C -2.27 -2.45 0.00
43 C -2.76 -1.00 -0.20
44 O -3.75 -0.86 -0.89
45 O -2.09 -0.11 0.40
46 C -0.88 -2.79 0.00
47 O 0.08 -2.02 -0.21
48 C -0.62 -4.20 0.21
49 C 0.71 -4.61 0.27
50 C 1.03 -5.93 0.42
51 F 2.35 -6.23 0.45
52 C 0.05 -6.94 0.51
53 C -1.28 -6.51 0.47
54 C -1.64 -5.16 0.32
55 N 0.35 -8.29 0.67
56 C -0.37 -9.29 -0.09
57 C -0.59 -10.53 0.80
58 N 0.49 -10.58 1.82
59 C 1.78 -10.20 1.19
60 C 1.74 -8.70 0.88
61 H -5.16 -6.87 -1.19
62 H -3.44 -6.73 -1.55
63 H -4.52 -5.38 -1.86
64 H -3.89 -6.49 0.93
65 H -4.97 -5.14 0.57
66 H -4.26 -3.14 0.04
67 H 1.49 -3.88 0.18
68 H -2.05 -7.26 0.57
69 H 0.20 -9.57 -0.99
70 H -1.33 -8.91 -0.43
71 H -0.55 -11.44 0.20
72 H -1.55 -10.49 1.31
73 H 0.54 -11.50 2.25
74 H 0.29 -9.88 2.54
75 H 1.92 -10.80 0.29
76 H 2.61 -10.41 1.87
77 H 2.37 -8.51 0.00
78 H 2.14 -8.13 1.72

Computed properties:
Orbital gap (alpha / beta) ... 0.23530 / 0.22946 hartree
Multiplicity ... 2
LUMO level (alpha / beta) ... -0.2021 / -0.2370 Eh
Total charge ... +2
Molar mass ... 896.76 g mol⁻¹
HOMO energy (alpha / beta) ... -0.437 / -0.466 Eh

=====

(8)
ORCA calculation (wB97M-V/def2-TZVPD) on a cluster of 2 separate species, C33H69I2N2O4P2S2 in total.

Geometry (Å):
1 C 2.38 -6.34 4.95
2 C 3.88 -6.14 4.31
3 C 4.23 -4.61 3.82
4 C 3.05 -3.88 2.95
5 C 3.10 -4.15 1.33
6 C 2.35 -5.58 0.95
7 C 1.09 -5.23 -0.05
8 C -0.32 -4.93 0.76
9 N -0.84 -3.56 0.39
10 C -2.35 -3.48 0.35
11 C -3.03 -4.17 -0.99
12 C -4.68 -4.37 -0.85
13 C -5.28 -2.98 -0.22
14 C -6.88 -2.73 -0.48
15 C -7.32 -1.47 0.51
16 C -7.36 -0.04 -0.34
17 C -8.26 1.01 0.58
18 C -0.37 -2.47 1.33
19 S -0.42 -2.49 3.03
20 S 0.31 -0.90 0.53
21 C 1.73 -0.18 1.51
22 C 2.90 0.56 0.62
23 C 3.47 -0.36 -0.63
24 P 3.70 0.69 -2.21
25 C 3.68 2.59 -2.07
26 C 4.19 3.36 -3.47
27 O 5.04 2.82 -4.35
28 O 3.57 4.70 -3.70
29 P 1.53 0.74 -2.43
30 O 1.23 1.55 -3.79
31 C 5.60 0.54 -2.14
32 I 7.05 2.07 -1.56
33 C 6.19 -0.81 -2.51
34 C 7.85 -1.01 -2.40
35 I 5.05 -2.57 -3.14
36 H 1.50 -6.05 4.23
37 H 2.26 -7.50 5.15
38 H 2.30 -5.80 6.01
39 H 4.14 -6.87 3.43
40 H 4.65 -6.40 5.18
41 H 4.41 -3.94 4.78
42 H 5.23 -4.68 3.17
43 H 1.96 -4.12 3.30
44 H 3.19 -2.71 3.12
45 H 4.20 -4.09 0.92
46 H 2.51 -3.26 0.80
47 H 1.99 -6.05 1.98
48 H 3.07 -6.37 0.46
49 H 1.38 -4.34 -0.79
50 H 0.93 -6.18 -0.76
51 H -0.26 -5.15 1.91
52 H -1.11 -5.71 0.33
53 H -2.62 -2.32 0.28
54 H -2.75 -3.93 1.35
55 H -2.89 -3.41 -1.88
56 H -2.58 -5.24 -1.24
57 H -4.90 -5.22 -0.06
58 H -5.14 -4.65 -1.92
59 H -5.13 -3.02 0.96
60 H -4.61 -2.10 -0.67
61 H -7.54 -3.66 -0.15
62 H -7.13 -2.40 -1.58
63 H -6.47 -1.34 1.32
64 H -8.32 -1.68 1.10
65 H -7.87 -0.19 -1.40
66 H -6.27 0.40 -0.44
67 H -7.50 1.43 1.40
68 H -8.74 1.85 -0.08
69 H -9.09 0.41 1.17
70 H 2.23 -0.94 2.28
71 H 1.26 0.68 2.20
72 H 3.81 0.76 1.37
73 H 2.52 1.62 0.29
74 H 2.84 -1.35 -0.80
75 H 4.54 -0.74 -0.26
76 H 3.76 0.16 -3.58
77 H 2.53 2.90 -1.98
78 H 4.19 3.04 -1.10
79 H 2.57 4.48 -3.70
80 H 0.89 1.46 -1.33
81 H 1.01 -0.60 -2.50
82 H 8.08 -2.16 -2.56
83 H 8.20 -0.78 -1.29
84 H 8.41 -0.38 -3.21
85 C 0.62 6.07 1.08
86 C -0.75 6.48 0.56
87 N -0.85 6.55 -0.98
88 C 0.17 7.60 -1.49
89 C -2.24 7.11 -1.40
90 C -3.44 6.25 -1.07
91 C -0.49 5.21 -1.71
92 C -1.23 3.94 -1.25
93 O -0.98 3.66 0.12
94 C -2.04 2.95 0.76
95 H 1.39 6.81 0.85
96 H 0.58 5.98 2.17
97 H 0.95 5.10 0.69
98 H -0.99 7.48 0.93
99 H -1.53 5.81 0.93
100 H -0.03 8.54 -0.96
101 H 0.02 7.73 -2.56
102 H 1.18 7.24 -1.29
103 H -2.20 7.30 -2.48
104 H -2.34 8.08 -0.89
105 H -3.60 5.49 -1.84
106 H -4.34 6.87 -1.08
107 H -3.39 5.77 -0.09
108 H 0.59 5.07 -1.55
109 H -0.66 5.39 -2.77
110 H -0.85 3.09 -1.84
111 H -2.30 4.01 -1.46
112 H -2.75 2.51 0.05
113 H -2.57 3.63 1.42
114 H -1.60 2.15 1.36

Computed properties:
Orbital gap ... 0.28360 hartree
Multiplicity ... 1
LUMO level ... -0.0921 Eh
Total charge ... +1
Molar mass ... 937.82 g mol⁻¹
HOMO energy ... -0.376 Eh

=====

| no. | largest force on an atom (Eh/bohr) | DFT total energy (hartree) |
| --- | --- | --- |
| 1 | 0.125 | -1039.64096 |
| 2 | 0.018 | -289.00907 |
| 3 | 0.023 | -6670.06100 |
| 4 | 0.016 | -1046.56806 |
| 5 | 0.128 | -410.80999 |
| 6 | 0.012 | -355.49617 |
| 7 | 0.057 | -3196.00450 |
| 8 | 0.180 | -3782.86721 |